(1)
{
  "formula": "C28H22NO3PS2Sc",
  "method": "the ωB97M-V functional and the def2-TZVPD basis",
  "charge": 1,
  "lumo_energy_ev": -3.22,
  "largest_force_ev_per_a": 2.72,
  "de_lowest_kj_mol": 41.56,
  "homo_lumo_gap_ev": 7.4,
  "symbols": ["Sc", "C", "C", "C", "C", "C", "C", "C", "C", "C", "S", "C", "N", "H", "H", "H", "H", "H", "H", "H", "H", "O", "S", "O", "O", "C", "C", "C", "C", "C", "C", "P", "C", "C", "C", "C", "C", "C", "C", "C", "C", "C", "C", "C", "H", "H", "H", "H", "H", "H", "H", "H", "H", "H", "H", "H", "H", "H"],
  "coordinates": [[-0.45774, 1.09425, 0.83731], [-2.56184, 3.67515, 1.08311], [-1.18824, 4.20475, 0.82161], [-0.98404, 5.57535, 0.58821], [0.28336, 6.04625, 0.38251], [1.38166, 5.16825, 0.45781], [2.71126, 5.61665, 0.33111], [3.74436, 4.72725, 0.47441], [3.48996, 3.37755, 0.72071], [2.19996, 2.88525, 0.80001], [1.98296, 1.16505, 1.06921], [1.10416, 3.78595, 0.68671], [-0.18144, 3.33035, 0.83671], [-3.24034, 4.48425, 1.34111], [-2.55134, 2.94375, 1.90391], [-2.96054, 3.17085, 0.19671], [-1.82994, 6.24385, 0.57791], [0.45866, 7.09105, 0.17891], [2.89566, 6.66475, 0.14091], [4.76436, 5.06775, 0.39501], [4.30536, 2.68455, 0.85311], [-2.18224, 0.37505, 1.54211], [-2.78944, 0.23605, 0.16971], [-4.03514, 0.89685, -0.00609], [-1.67244, 0.78555, -0.68799], [-2.91534, -1.49445, -0.21539], [-4.15404, -2.06595, -0.42959], [-4.23164, -3.41085, -0.76489], [-3.06984, -4.13985, -0.96559], [-1.83294, -3.55595, -0.75329], [-1.74064, -2.22905, -0.32909], [-0.13834, -1.49535, 0.20121], [0.57126, -2.93955, 1.04991], [1.19956, -3.99085, 0.38971], [1.62356, -5.09195, 1.11051], [1.42866, -5.14395, 2.48201], [0.80606, -4.09515, 3.14251], [0.38056, -2.98855, 2.42911], [0.78536, -1.35665, -1.36309], [0.12266, -1.05035, -2.55049], [0.85396, -0.82125, -3.70299], [2.23776, -0.89755, -3.67439], [2.89896, -1.18855, -2.49029], [2.18036, -1.40395, -1.32809], [-5.03444, -1.44765, -0.34869], [-5.19294, -3.88765, -0.87289], [-3.12634, -5.17505, -1.27259], [-0.93984, -4.14405, -0.90349], [1.35946, -3.94165, -0.67779], [2.09656, -5.91575, 0.59781], [1.75796, -6.00915, 3.03591], [0.64686, -4.14695, 4.20931], [-0.10894, -2.15315, 2.92701], [-0.95734, -0.96915, -2.56089], [0.34066, -0.57485, -4.62119], [2.80006, -0.72635, -4.57909], [3.97666, -1.24385, -2.47419], [2.68846, -1.60155, -0.39179]]
}

(2)
{
  "formula": "C28H23CdN11O7PTe",
  "method": "the ωB97M-V functional and the def2-TZVPD basis",
  "charge": -1,
  "lumo_energy_ev": 1.13,
  "largest_force_ev_per_a": 0.95,
  "de_lowest_kj_mol": 16.73,
  "homo_lumo_gap_ev": 5.2,
  "symbols": ["Cd", "C", "N", "C", "C", "N", "C", "P", "C", "N", "C", "C", "N", "C", "C", "N", "C", "C", "N", "C", "H", "H", "H", "H", "H", "H", "H", "H", "H", "H", "H", "H", "H", "H", "H", "Te", "C", "C", "C", "C", "C", "C", "H", "H", "H", "H", "H", "O", "N", "C", "C", "N", "C", "N", "O", "C", "O", "C", "C", "C", "C", "C", "C", "N", "O", "O", "N", "O", "O", "H", "H", "H"],
  "coordinates": [[0.46266, -1.27237, 0.62902], [-4.75467, -3.55090, -0.90697], [-3.32209, -3.46021, -0.70702], [-2.41113, -4.46842, -0.88791], [-1.18536, -3.93020, -0.60629], [-1.34393, -2.62908, -0.25121], [-2.61893, -2.35792, -0.33750], [-3.36106, -0.71078, -0.16653], [-2.57676, -0.06736, -1.70023], [-2.18568, -0.91385, -2.63180], [-1.84703, -0.15439, -3.71510], [-2.05664, 1.16496, -3.44170], [-2.55281, 1.21230, -2.16715], [-2.85059, 2.42269, -1.44106], [-2.38455, -0.10130, 1.26611], [-1.38502, -0.75361, 1.83289], [-1.15464, -0.15194, 3.03544], [-2.03344, 0.87376, 3.21237], [-2.82629, 0.89481, 2.09667], [-3.89379, 1.84643, 1.88027], [-5.01058, -4.58104, -1.14076], [-5.06835, -2.91211, -1.73228], [-5.28595, -3.24849, -0.00619], [-2.70821, -5.45731, -1.18962], [-0.21702, -4.40174, -0.61308], [-1.46400, -0.60523, -4.61571], [-1.87516, 2.05846, -4.01483], [-3.21461, 3.17831, -2.13450], [-1.96105, 2.79745, -0.93086], [-3.62915, 2.22142, -0.71253], [-0.39412, -0.51229, 3.70695], [-2.14511, 1.59507, 4.00313], [-4.32928, 2.11478, 2.84049], [-4.66591, 1.39496, 1.25886], [-3.52282, 2.75146, 1.40015], [1.92782, -3.28788, 1.74770], [2.45746, -2.49549, 3.63918], [3.45877, -3.11764, 4.38390], [3.83016, -2.62765, 5.62784], [3.20832, -1.50454, 6.15541], [2.21743, -0.87215, 5.41951], [1.84285, -1.36764, 4.17831], [3.95620, -3.99314, 3.98364], [4.62447, -3.11726, 6.17922], [3.50346, -1.11943, 7.12354], [1.75171, 0.03154, 5.79402], [1.09175, -0.84601, 3.60356], [1.62929, 0.45715, 1.69860], [2.82636, 0.29018, 1.28433], [3.76330, 0.89050, 1.98074], [3.51389, 1.67590, 3.15453], [3.31946, 2.31700, 4.09082], [5.12052, 0.74912, 1.54979], [6.22257, 0.67737, 1.22417], [-0.07251, 0.81946, -0.63509], [0.75085, 0.34241, -1.44232], [1.17876, -0.84024, -1.43892], [1.27867, 1.24174, -2.53661], [1.16852, 2.61678, -2.42681], [1.66824, 3.41889, -3.44047], [2.27054, 2.89128, -4.56452], [2.34783, 1.51496, -4.65683], [1.87616, 0.68186, -3.65705], [2.93556, 0.92785, -5.86939], [2.83801, -0.27225, -6.01854], [3.47528, 1.68121, -6.65755], [1.52856, 4.87755, -3.33868], [0.84615, 5.31778, -2.43498], [2.09174, 5.56055, -4.17266], [0.70144, 3.06049, -1.55915], [2.65456, 3.52520, -5.34826], [1.96892, -0.39176, -3.73250]]
}

(3)
{
  "formula": "C28H23Cl2N4O4PbS2",
  "method": "the ωB97M-V functional and the def2-TZVPD basis",
  "charge": -1,
  "lumo_energy_ev": 2.44,
  "largest_force_ev_per_a": 0.97,
  "de_lowest_kj_mol": 66.05,
  "homo_lumo_gap_ev": 7.6,
  "symbols": ["Pb", "C", "C", "C", "C", "C", "C", "H", "H", "H", "H", "H", "H", "N", "N", "C", "O", "O", "H", "H", "H", "Cl", "C", "C", "C", "C", "C", "Cl", "C", "S", "H", "H", "H", "O", "S", "O", "N", "C", "C", "C", "C", "C", "C", "C", "C", "N", "C", "C", "C", "C", "C", "C", "C", "H", "H", "H", "H", "H", "H", "H", "H", "H", "H", "H"],
  "coordinates": [[0.18963, -0.63424, -0.52509], [1.39648, -1.42525, 3.15763], [1.43629, -2.76456, 2.78897], [2.28613, -3.18025, 1.76994], [3.09679, -2.25715, 1.12090], [3.05692, -0.91772, 1.48661], [2.20713, -0.50332, 2.50501], [0.71429, -1.09440, 3.93159], [0.79409, -3.48220, 3.28525], [2.29762, -4.21880, 1.46341], [3.73421, -2.56893, 0.30274], [3.64371, -0.19602, 0.93402], [2.15182, 0.54688, 2.76752], [0.43050, -0.34652, -3.05288], [1.78202, -0.33028, -3.47556], [2.75654, 0.16990, -2.55956], [3.83297, 0.48702, -3.05678], [2.41298, 0.19346, -1.33109], [-0.06739, -1.07831, -3.54792], [-0.01549, 0.55918, -3.19773], [1.92504, 0.08293, -4.38727], [1.37146, -3.29202, -1.74833], [0.09953, -3.96020, -2.74131], [0.52193, -4.87898, -3.68972], [-0.40098, -5.47900, -4.52534], [-1.73720, -5.14358, -4.39204], [-2.13276, -4.22079, -3.43941], [-3.84430, -3.88081, -3.36515], [-1.24134, -3.56924, -2.56055], [-1.83446, -2.42440, -1.37475], [1.57615, -5.10793, -3.76322], [-0.08281, -6.19415, -5.27221], [-2.48924, -5.59103, -5.02747], [-1.95435, 3.70750, -1.29564], [-0.79154, 2.87566, -1.11230], [-0.14807, 2.35477, -2.29821], [-1.03613, 1.64298, -0.14119], [-1.76777, 1.86777, 1.04024], [-2.17562, 3.09530, 1.51936], [-2.98234, 3.23813, 2.66865], [-3.41227, 2.16006, 3.37876], [-2.97748, 0.87667, 2.96831], [-3.34636, -0.29481, 3.66894], [-2.87069, -1.51205, 3.28638], [-1.97801, -1.55664, 2.19637], [-1.62046, -0.49447, 1.52798], [-2.13331, 0.72751, 1.84571], [0.43687, 3.88030, -0.32073], [1.68643, 3.32508, -0.05302], [2.65638, 4.11436, 0.54191], [2.38024, 5.43855, 0.86732], [1.13777, 5.98424, 0.58563], [0.15695, 5.20503, -0.01802], [-1.92133, 3.99563, 0.98043], [-3.27420, 4.23828, 2.96698], [-4.05663, 2.26147, 4.24332], [-4.01609, -0.20034, 4.51726], [-3.14775, -2.42278, 3.79981], [-1.53279, -2.49543, 1.87720], [1.92476, 2.31186, -0.35810], [3.63833, 3.69862, 0.73051], [3.14490, 6.04966, 1.33194], [0.93124, 7.01967, 0.82853], [-0.81897, 5.60811, -0.25455]]
}